Entry 1:
Entry from the Open Molecules 2025 dataset: 2 unconnected molecules or ions with the total composition C4H9NO (ωB97M-V with the def2-TZVPD basis set).

Bonds (Å) are listed after each position.
Atoms and positions in Å:
1 N -0.73 0.76 -0.41  C2 1.383, H6 1.010, H7 1.010
2 C 0.54 0.45 0.06  N1 1.383, C3 1.333, C5 1.499
3 C 1.12 1.04 1.10  C2 1.333, H8 1.078, H9 1.086
4 C 2.56 -0.62 -0.94  C5 1.318, H10 1.077, H11 1.083
5 C 1.28 -0.66 -0.63  C2 1.499, C4 1.318, H12 1.090
6 H -1.18 1.60 -0.10  N1 1.010
7 H -1.28 0.09 -0.93  N1 1.010
8 H 2.09 0.80 1.49  C3 1.078
9 H 0.62 1.75 1.76  C3 1.086
10 H 3.09 -1.48 -1.30  C4 1.077
11 H 3.08 0.33 -0.96  C4 1.083
12 H 0.67 -1.56 -0.60  C5 1.090
13 H -3.25 -0.58 0.17  O15 0.967
14 H -4.40 -1.18 1.05  O15 0.964
15 O -4.21 -0.73 0.22  H13 0.967, H14 0.964

Calculated values
Structure (SMILES) ... C=CC(=C)N.O
LUMO ... 0.7 eV
Gap between HOMO and LUMO ... 8.96 eV
Largest force on an atom ... 0.0318 Eh/bohr
HOMO energy ... -8.27 eV
Energy ... -287.749314 a.u.

Entry 2:
Entry from the Open Molecules 2025 dataset: a single C4H9NO molecule (ωB97M-V with the def2-TZVPD basis set).

Bonds (Å) are listed after each position.
Atoms and positions in Å:
1 C -1.73 -1.25 0.52  C2 1.544, H7 1.095, H8 1.097, H9 1.096
2 C -0.81 -0.77 -0.62  C1 1.544, C3 1.512, H10 1.091, H11 1.097
3 C -0.11 0.42 0.01  C2 1.512, C4 1.467, O5 1.454, H12 1.100
4 C 1.24 0.97 0.17  C3 1.467, O5 1.399, N6 1.422, H13 1.095
5 O 0.83 -0.07 1.01  C3 1.454, C4 1.399
6 N 2.35 0.88 -0.72  C4 1.422, H14 1.024, H15 1.025
7 H -2.33 -2.14 0.28  C1 1.095
8 H -2.43 -0.45 0.80  C1 1.097
9 H -1.12 -1.45 1.41  C1 1.096
10 H -0.10 -1.54 -0.90  C2 1.091
11 H -1.40 -0.50 -1.51  C2 1.097
12 H -0.85 1.17 0.32  C3 1.100
13 H 1.18 1.89 0.76  C4 1.095
14 H 3.19 1.17 -0.21  N6 1.024
15 H 2.19 1.62 -1.41  N6 1.025

Calculated values
Structure (SMILES) ... CC[C@H]1O[C@H]1N
LUMO ... 1.0 eV
Gap between HOMO and LUMO ... 10.58 eV
Largest force on an atom ... 0.0130 Eh/bohr
HOMO energy ... -9.61 eV
Energy ... -287.740376 a.u.

Entry 3:
Entry from the Open Molecules 2025 dataset: 2 unconnected molecules or ions with the total composition C4H9NO (ωB97M-V with the def2-TZVPD basis set).

Bonds (Å) are listed after each position.
Atoms and positions in Å:
1 C 0.82 -0.75 2.14  C2 1.513, H4 1.099, H5 1.100, H6 1.085
2 C 1.76 -0.91 0.96  C1 1.513, C3 1.334, H7 1.088
3 C 1.50 -1.76 -0.03  C2 1.334, H8 1.092, H9 1.086
4 H -0.13 -0.21 1.97  C1 1.099
5 H 0.37 -1.75 2.29  C1 1.100
6 H 1.32 -0.42 3.04  C1 1.085
7 H 2.58 -0.21 0.84  C2 1.088
8 H 2.38 -2.20 -0.51  C3 1.092
9 H 0.57 -2.32 -0.07  C3 1.086
10 C -2.18 1.29 -2.15  N11 1.384, O12 1.203, H13 1.106
11 N -1.65 2.37 -1.45  C10 1.384, H14 1.013, H15 1.010
12 O -2.90 0.47 -1.66  C10 1.203
13 H -1.85 1.36 -3.20  C10 1.106
14 H -1.88 2.44 -0.46  N11 1.013
15 H -0.70 2.58 -1.72  N11 1.010

Calculated values
Structure (SMILES) ... C=CC.NC=O
LUMO ... 0.9 eV
Gap between HOMO and LUMO ... 10.23 eV
Largest force on an atom ... 0.0324 Eh/bohr
HOMO energy ... -9.37 eV
Energy ... -287.756442 a.u.

Entry 4:
Entry from the Open Molecules 2025 dataset: a single C4H9NO molecule (ωB97M-V with the def2-TZVPD basis set).

Bonds (Å) are listed after each position.
Atoms and positions in Å:
1 C -0.70 -1.29 0.39  C2 1.535, H7 1.096, H8 1.097, H9 1.096
2 C -0.30 0.02 -0.29  C1 1.535, C3 1.525, C4 1.528, H10 1.099
3 C -1.29 1.14 0.05  C2 1.525, H11 1.095, H12 1.095, H13 1.094
4 C 1.10 0.40 0.18  C2 1.528, O5 1.219, N6 1.364
5 O 1.30 1.06 1.19  C4 1.219
6 N 2.12 -0.09 -0.58  C4 1.364, H14 1.007, H15 1.009
7 H -0.71 -1.16 1.48  C1 1.096
8 H 0.01 -2.10 0.16  C1 1.097
9 H -1.69 -1.61 0.07  C1 1.096
10 H -0.28 -0.14 -1.37  C2 1.099
11 H -1.03 2.06 -0.49  C3 1.095
12 H -2.31 0.85 -0.22  C3 1.095
13 H -1.24 1.35 1.12  C3 1.094
14 H 1.96 -0.61 -1.43  N6 1.007
15 H 3.07 0.10 -0.28  N6 1.009

Calculated values
Structure (SMILES) ... CC(C)C(N)=O
LUMO ... 0.9 eV
Gap between HOMO and LUMO ... 10.64 eV
Largest force on an atom ... 0.0077 Eh/bohr
HOMO energy ... -9.73 eV
Energy ... -287.832286 a.u.

Copy entry 4 word for word.
Entry from the Open Molecules 2025 dataset: a single C4H9NO molecule (ωB97M-V with the def2-TZVPD basis set).

Bonds (Å) are listed after each position.
Atoms and positions in Å:
1 C -0.70 -1.29 0.39  C2 1.535, H7 1.096, H8 1.097, H9 1.096
2 C -0.30 0.02 -0.29  C1 1.535, C3 1.525, C4 1.528, H10 1.099
3 C -1.29 1.14 0.05  C2 1.525, H11 1.095, H12 1.095, H13 1.094
4 C 1.10 0.40 0.18  C2 1.528, O5 1.219, N6 1.364
5 O 1.30 1.06 1.19  C4 1.219
6 N 2.12 -0.09 -0.58  C4 1.364, H14 1.007, H15 1.009
7 H -0.71 -1.16 1.48  C1 1.096
8 H 0.01 -2.10 0.16  C1 1.097
9 H -1.69 -1.61 0.07  C1 1.096
10 H -0.28 -0.14 -1.37  C2 1.099
11 H -1.03 2.06 -0.49  C3 1.095
12 H -2.31 0.85 -0.22  C3 1.095
13 H -1.24 1.35 1.12  C3 1.094
14 H 1.96 -0.61 -1.43  N6 1.007
15 H 3.07 0.10 -0.28  N6 1.009

Calculated values
Structure (SMILES) ... CC(C)C(N)=O
LUMO ... 0.9 eV
Gap between HOMO and LUMO ... 10.64 eV
Largest force on an atom ... 0.0077 Eh/bohr
HOMO energy ... -9.73 eV
Energy ... -287.832286 a.u.

Which formula does entry 1 have? C4H9NO

Please write out number 3 again, unchanged.
Entry from the Open Molecules 2025 dataset: 2 unconnected molecules or ions with the total composition C4H9NO (ωB97M-V with the def2-TZVPD basis set).

Bonds (Å) are listed after each position.
Atoms and positions in Å:
1 C 0.82 -0.75 2.14  C2 1.513, H4 1.099, H5 1.100, H6 1.085
2 C 1.76 -0.91 0.96  C1 1.513, C3 1.334, H7 1.088
3 C 1.50 -1.76 -0.03  C2 1.334, H8 1.092, H9 1.086
4 H -0.13 -0.21 1.97  C1 1.099
5 H 0.37 -1.75 2.29  C1 1.100
6 H 1.32 -0.42 3.04  C1 1.085
7 H 2.58 -0.21 0.84  C2 1.088
8 H 2.38 -2.20 -0.51  C3 1.092
9 H 0.57 -2.32 -0.07  C3 1.086
10 C -2.18 1.29 -2.15  N11 1.384, O12 1.203, H13 1.106
11 N -1.65 2.37 -1.45  C10 1.384, H14 1.013, H15 1.010
12 O -2.90 0.47 -1.66  C10 1.203
13 H -1.85 1.36 -3.20  C10 1.106
14 H -1.88 2.44 -0.46  N11 1.013
15 H -0.70 2.58 -1.72  N11 1.010

Calculated values
Structure (SMILES) ... C=CC.NC=O
LUMO ... 0.9 eV
Gap between HOMO and LUMO ... 10.23 eV
Largest force on an atom ... 0.0324 Eh/bohr
HOMO energy ... -9.37 eV
Energy ... -287.756442 a.u.